(1)
{
  "formula": "C2H3NO2",
  "method": "wB97M-V/def2-TZVPD",
  "species": ["N", "C", "O", "C", "O", "H", "H", "H"],
  "positions_angstrom": [[-1.116, -0.335, 0.314], [-0.212, 0.435, -0.327], [-0.443, 1.422, -0.998], [1.230, -0.045, -0.143], [1.552, -0.827, 0.715], [-2.083, -0.052, 0.323], [-0.796, -1.081, 0.914], [1.949, 0.412, -0.846]],
  "smiles": "NC(=O)C=O",
  "fmax_ev_per_a": 0.42,
  "energy_ha": -283.25014
}

(2)
{
  "formula": "C23H35I2MgN3O4PSSeSi",
  "method": "wB97M-V/def2-TZVPD",
  "species": ["Mg", "I", "C", "C", "C", "I", "C", "O", "C", "C", "N", "C", "C", "C", "C", "C", "C", "N", "C", "H", "H", "H", "H", "H", "H", "H", "H", "H", "H", "H", "C", "Si", "C", "C", "Se", "H", "H", "H", "H", "H", "H", "H", "H", "H", "S", "C", "N", "C", "C", "O", "P", "O", "C", "C", "O", "C", "C", "H", "H", "H", "H", "H", "H", "H", "H", "H", "H", "H", "H", "H", "H", "H"],
  "positions_angstrom": [[1.888, 0.430, 0.009], [2.279, 7.294, -2.019], [2.053, 5.517, -0.934], [2.895, 5.255, 0.135], [2.735, 4.075, 0.838], [3.990, 3.633, 2.449], [1.751, 3.120, 0.513], [1.624, 1.998, 1.170], [0.898, 3.437, -0.578], [-0.239, 2.495, -0.873], [0.192, 1.116, -1.158], [0.373, 0.809, -2.575], [0.983, -0.563, -2.700], [0.884, -1.295, -3.877], [1.505, -2.520, -3.958], [2.224, -2.992, -2.864], [2.271, -2.209, -1.733], [1.648, -1.029, -1.643], [1.061, 4.615, -1.285], [3.670, 5.954, 0.415], [-0.855, 2.889, -1.688], [-0.878, 2.441, 0.013], [-0.578, 0.491, -0.863], [1.055, 1.533, -3.033], [-0.584, 0.818, -3.105], [0.316, -0.894, -4.705], [1.437, -3.110, -4.863], [2.737, -3.943, -2.890], [2.834, -2.515, -0.858], [0.398, 4.830, -2.115], [-4.291, 0.767, 0.605], [-4.329, -0.473, -0.825], [-5.225, 0.391, -2.245], [-5.462, -1.877, -0.269], [-2.311, -1.187, -1.366], [-5.289, 1.150, 0.845], [-3.648, 1.615, 0.356], [-3.883, 0.288, 1.499], [-6.232, 0.699, -1.945], [-5.309, -0.280, -3.102], [-4.676, 1.278, -2.571], [-6.465, -1.512, -0.021], [-5.047, -2.376, 0.610], [-5.552, -2.625, -1.061], [4.357, 0.658, -0.543], [3.975, 0.925, -2.146], [3.689, 1.117, -3.255], [0.917, -4.409, 1.078], [-0.332, -3.564, 1.209], [-0.145, -2.550, 2.222], [0.134, -1.050, 1.682], [-0.080, -0.268, 3.077], [-1.150, 0.696, 3.140], [-2.286, 0.157, 3.979], [1.793, -0.997, 1.610], [2.639, -1.008, 2.793], [3.950, -1.674, 2.448], [0.762, -5.186, 0.327], [1.161, -4.885, 2.030], [1.765, -3.796, 0.770], [-1.181, -4.163, 1.536], [-0.609, -3.093, 0.261], [-1.495, 0.928, 2.129], [-0.719, 1.600, 3.568], [-2.693, -0.750, 3.531], [-3.085, 0.899, 4.040], [-1.943, -0.076, 4.988], [2.114, -1.550, 3.579], [2.773, 0.027, 3.106], [3.785, -2.708, 2.140], [4.600, -1.673, 3.325], [4.457, -1.147, 1.640]],
  "total_charge": -1,
  "fmax_ev_per_a": 0.41,
  "energy_ha": -5588.96522
}

(3)
{
  "formula": "C2H3ClO2",
  "method": "wB97M-V/def2-TZVPD",
  "species": ["C", "C", "O", "O", "Cl", "H", "H", "H"],
  "positions_angstrom": [[0.438, 0.753, -0.191], [-1.186, -1.154, 1.745], [1.009, 0.117, -1.285], [-1.128, -1.918, 0.912], [-1.263, 0.692, -0.397], [0.819, 1.804, 0.045], [0.860, 0.315, 0.652], [0.451, -0.608, -1.480]],
  "fmax_ev_per_a": 2.70,
  "energy_ha": -688.63640
}

Calculated energy relative to the best compared isomer or geometry (same formula, charge and spin) (kcal per mole), listed in the same order as above: 4.93 7.75 29.97
Calculated frontier orbital gap (eV), listed in the same order as above: 9.967 6.672 11.592
Calculated E_LUMO (eV), listed in the same order as above: -0.11 2.22 0.90